1.
# C27H45BrClO13P2

7 unconnected molecules or ions with the total composition C27H45BrClO13P2 (ωB97M-V/def2-TZVPD, OMol25).

```
89
Properties=species:S:1:pos:R:3:mulliken_charge:R:1
C -3.064 -4.123 0.381 -1.378
C -3.943 -2.982 -0.116 -0.356
C -5.113 -2.719 0.858 -0.218
Br -4.845 -1.166 1.982 -0.026
P -6.684 -2.567 -0.041 0.373
P -7.832 -4.555 -0.153 0.239
O -6.657 -5.567 0.321 -0.419
Cl -7.608 -4.755 -2.146 -0.126
H -3.546 -5.090 0.213 0.370
H -2.871 -4.013 1.448 0.424
H -2.102 -4.111 -0.124 0.217
H -4.315 -3.192 -1.123 0.378
H -3.348 -2.071 -0.173 0.380
H -5.207 -3.562 1.543 0.448
H -7.523 -1.694 0.653 0.125
H -6.446 -1.993 -1.289 0.157
H -6.516 -5.610 1.281 0.361
O -0.652 -2.691 1.697 -0.611
C 0.095 -2.287 0.847 0.415
O 0.211 -2.916 -0.343 -0.350
C 1.244 -2.287 -1.144 -0.092
C 1.374 -0.878 -0.579 -0.055
C 1.028 -1.095 0.890 -0.193
H 2.165 -2.856 -1.026 -0.131
H 0.932 -2.317 -2.184 0.349
H 2.359 -0.448 -0.739 0.143
H 0.638 -0.212 -1.029 0.222
H 1.898 -1.378 1.487 0.078
H 0.542 -0.243 1.357 0.295
O -5.110 0.479 -2.620 -0.567
C -5.956 0.994 -1.960 0.390
O -6.402 0.399 -0.806 -0.156
C -7.498 1.152 -0.246 -0.473
C -7.350 2.557 -0.823 -0.585
C -6.724 2.277 -2.188 -0.410
H -8.436 0.679 -0.550 0.311
H -7.413 1.122 0.838 0.333
H -8.293 3.096 -0.863 0.348
H -6.655 3.131 -0.210 0.277
H -7.474 2.085 -2.958 0.260
H -6.052 3.054 -2.540 0.321
O 5.488 -3.537 -2.274 -0.577
C 5.197 -4.261 -1.372 0.398
O 4.039 -4.095 -0.670 -0.290
C 3.972 -5.030 0.421 -0.417
C 4.908 -6.169 0.027 -0.538
C 5.963 -5.435 -0.798 -0.412
H 4.302 -4.521 1.330 0.252
H 2.935 -5.336 0.542 0.331
H 5.303 -6.706 0.886 0.343
H 4.375 -6.881 -0.605 0.271
H 6.771 -5.038 -0.181 0.252
H 6.394 -6.027 -1.601 0.301
O 1.720 2.117 -0.294 -0.545
C 2.127 2.443 -1.376 0.614
O 1.297 2.585 -2.432 -0.468
C 2.057 2.884 -3.623 -0.576
C 3.377 3.455 -3.118 -0.655
C 3.555 2.714 -1.795 -0.286
H 2.193 1.954 -4.180 0.269
H 1.475 3.576 -4.226 0.348
H 4.194 3.318 -3.822 0.389
H 3.268 4.522 -2.920 0.248
H 4.068 1.757 -1.923 0.440
H 4.067 3.303 -1.040 0.164
O 6.360 2.886 0.841 -0.586
C 5.628 2.165 1.451 0.360
O 6.000 0.906 1.815 -0.405
C 4.900 0.221 2.427 -0.166
C 3.969 1.318 2.932 -0.641
C 4.206 2.420 1.902 0.906
H 4.422 -0.404 1.666 0.014
H 5.295 -0.420 3.212 0.358
H 2.932 0.994 3.005 0.344
H 4.292 1.650 3.920 0.284
H 3.544 2.305 1.043 -0.714
H 4.101 3.423 2.305 0.288
O 2.735 5.179 -0.017 -0.549
C 1.882 5.352 0.806 0.559
O 1.622 4.456 1.784 -0.213
C 0.495 4.882 2.566 -0.466
C 0.404 6.390 2.356 -0.550
C 0.937 6.532 0.933 -0.537
H -0.390 4.359 2.196 0.247
H 0.673 4.592 3.599 0.336
H -0.602 6.778 2.501 0.342
H 1.069 6.902 3.053 0.274
H 0.155 6.417 0.180 0.255
H 1.472 7.459 0.746 0.336
```

E_LUMO in eV: -3.7221
Energy relative to the best compared isomer or geometry (same formula, charge and spin) in kJ/mol: 0.0
Gap between HOMO and LUMO in eV: 7.3
Multiplicity: 1
Highest occupied orbital energy in eV: -11.1
Total charge: +1


2.
# C27H45CrN7O3S

A molecular structure, C27H45CrN7O3S (ωB97M-V/def2-TZVPD, OMol25).

```
84
Properties=species:S:1:pos:R:3:mulliken_charge:R:1
Cr 0.479 -0.165 -0.129 -0.044
C 2.772 0.149 4.604 -0.953
N 2.236 -0.644 3.490 0.242
C 2.334 -2.102 3.651 -0.951
C 1.669 -0.115 2.448 0.592
O 1.189 -0.827 1.502 -0.109
C 1.544 1.391 2.299 -1.453
O 0.692 1.576 1.168 0.350
C 0.767 2.830 0.496 -1.167
C 0.278 2.552 -0.913 0.780
O 0.104 1.332 -1.240 -0.349
N 0.038 3.515 -1.757 0.278
C 0.142 4.943 -1.432 -0.976
C -0.442 3.216 -3.115 -1.035
H 3.729 -0.279 4.894 0.349
H 2.091 0.100 5.453 0.332
H 2.936 1.183 4.319 0.390
H 3.376 -2.364 3.819 0.342
H 1.963 -2.603 2.765 0.284
H 1.748 -2.400 4.520 0.374
H 2.528 1.831 2.116 0.628
H 1.093 1.846 3.183 0.767
H 1.800 3.188 0.457 0.466
H 0.136 3.558 1.007 0.663
H 0.377 5.105 -0.386 0.373
H -0.808 5.423 -1.658 0.385
H 0.920 5.394 -2.045 0.321
H -0.129 2.220 -3.412 0.350
H -0.025 3.956 -3.794 0.399
H -1.529 3.283 -3.142 0.332
N -1.936 -2.100 -1.155 0.010
C -0.720 -2.393 -1.718 0.546
C -0.714 -3.425 -2.669 -0.761
C 0.464 -3.818 -3.239 -0.757
C 1.648 -3.179 -2.849 -0.717
C 1.572 -2.172 -1.937 -0.845
N 0.403 -1.738 -1.371 0.435
C -2.333 -1.258 -0.141 0.827
C -3.678 -1.350 0.249 -0.880
C -4.144 -0.560 1.263 -0.482
C -3.257 0.324 1.887 -1.282
C -1.967 0.366 1.448 -0.604
N -1.476 -0.407 0.436 0.739
H -2.685 -2.677 -1.508 0.177
H -1.645 -3.911 -2.927 0.498
H 0.478 -4.620 -3.965 0.473
H 2.607 -3.473 -3.249 0.561
H 2.455 -1.668 -1.589 0.716
H -4.329 -2.052 -0.253 0.489
H -5.177 -0.625 1.577 0.468
H -3.574 0.966 2.695 0.511
H -1.263 1.043 1.900 0.600
C 4.259 4.298 -2.679 -0.349
C 4.598 4.042 -4.146 -0.460
C 3.883 2.855 -4.795 -1.052
C 4.204 1.495 -4.190 -0.619
N 3.488 1.310 -2.922 0.551
C 3.776 0.407 -1.994 -0.367
S 2.999 0.512 -0.436 0.012
N 4.673 -0.526 -2.270 0.147
C 5.311 -1.473 -1.339 -0.477
C 6.831 -1.350 -1.374 -0.978
C 7.415 -0.160 -0.616 -0.533
C 7.026 1.219 -1.145 -0.685
H 4.679 5.248 -2.350 0.484
H 4.656 3.525 -2.017 0.012
H 3.173 4.357 -2.527 -0.190
H 5.677 3.901 -4.246 0.312
H 4.359 4.932 -4.729 0.345
H 4.157 2.814 -5.849 0.399
H 2.795 3.002 -4.776 0.241
H 5.281 1.426 -4.000 0.433
H 3.923 0.693 -4.878 0.418
H 2.853 2.038 -2.640 -0.400
H 5.123 -0.467 -3.174 0.276
H 5.008 -2.482 -1.625 0.322
H 4.923 -1.271 -0.342 0.376
H 7.168 -1.339 -2.417 0.398
H 7.232 -2.272 -0.948 0.400
H 8.501 -0.253 -0.646 0.347
H 7.137 -0.240 0.439 0.291
H 7.218 1.300 -2.219 0.221
H 7.616 1.993 -0.656 0.477
H 5.975 1.455 -0.958 -0.033
```

E_LUMO (spin up / spin down) in eV: -9.4520 / -8.9072
Energy relative to the best compared isomer or geometry (same formula, charge and spin) in kJ/mol: 0.0
Gap between HOMO and LUMO (spin up / spin down) in eV: 7.0 / 7.6
Multiplicity: 2
Highest occupied orbital energy (spin up / spin down) in eV: -16.5 / -16.5
Total charge: +3


3.
# C27H45EuNO8P

A molecular structure, C27H45EuNO8P (ωB97M-V/def2-TZVPD, OMol25).

```
83
Properties=species:S:1:pos:R:3:mulliken_charge:R:1
C -1.594 3.233 5.822 -0.108
C -2.012 2.996 4.696 -1.061
C -2.703 2.517 3.367 0.110
C -1.795 2.902 2.135 -0.552
C -0.573 1.930 1.867 -1.161
C -0.952 0.519 1.254 0.505
C -1.505 -0.617 2.248 -0.511
C -1.037 -0.473 3.761 -0.345
C 0.340 -1.257 4.044 -1.176
C 1.602 -0.307 4.203 0.115
C 2.871 -1.153 3.684 -0.995
O 2.964 -1.131 2.253 -0.222
C 3.989 -0.218 1.829 -0.311
O 0.413 -0.016 0.999 -0.082
C 0.588 -0.662 -0.209 -0.852
O 1.702 -1.034 -0.509 -0.666
C -0.803 -0.745 -1.047 0.803
C -1.334 -2.205 -0.703 -1.484
O -0.282 -3.146 -0.373 -0.152
N 0.032 -3.956 -1.438 0.253
O 0.477 -4.951 -0.980 -0.446
O -0.804 -0.274 -2.380 -0.310
C -0.416 -1.208 -3.373 -1.071
C 1.167 -1.407 -3.491 0.818
C 1.385 -2.022 -4.970 -1.349
C 1.942 -0.029 -3.476 -0.508
C 3.495 -0.242 -3.791 0.740
C 4.218 -1.226 -2.783 -0.994
C 4.199 1.229 -3.584 -1.538
C -1.499 0.495 -0.261 1.940
C -1.092 1.731 -1.172 0.447
O 0.035 2.206 -1.225 -0.567
O -1.992 2.345 -2.024 -0.414
P -3.401 0.169 -0.295 -0.073
C -3.903 -0.530 -1.997 -0.976
C -4.392 1.757 -0.148 -0.711
C -5.212 1.832 1.242 -0.877
H -1.423 3.485 6.890 0.424
H -3.712 3.037 3.374 0.451
H -2.946 1.414 3.440 0.108
H -2.344 3.043 1.164 0.042
H -1.343 3.915 2.379 0.590
H -0.018 1.839 2.853 0.160
H 0.150 2.507 1.211 0.414
H -2.631 -0.680 2.260 0.443
H -1.025 -1.576 1.883 0.153
H -1.806 -1.046 4.372 0.409
H -1.042 0.569 4.174 -0.016
H 0.581 -2.012 3.247 0.388
H 0.205 -1.771 5.046 0.388
H 1.576 0.629 3.583 -0.037
H 1.796 -0.136 5.299 0.481
H 2.630 -2.231 3.960 0.356
H 3.823 -0.889 4.221 0.470
H 4.921 -0.362 2.445 0.409
H 4.243 -0.474 0.765 -0.281
H 3.599 0.837 1.961 0.253
H -2.051 -2.228 0.170 0.376
H -1.915 -2.679 -1.556 0.759
H -0.914 -2.214 -3.364 0.322
H -0.707 -0.745 -4.373 0.559
H 1.566 -2.177 -2.782 0.182
H 1.359 -1.158 -5.717 0.218
H 2.314 -2.648 -5.052 0.248
H 0.446 -2.617 -5.201 0.413
H 1.785 0.578 -2.543 -0.005
H 1.546 0.561 -4.370 0.501
H 3.677 -0.540 -4.877 0.040
H 3.658 -2.176 -2.580 0.248
H 5.214 -1.536 -3.240 0.430
H 4.481 -0.693 -1.819 -0.015
H 5.248 1.292 -4.057 0.535
H 4.347 1.385 -2.479 0.345
H 3.509 2.039 -3.979 0.517
H -4.994 -0.296 -2.158 0.491
H -3.756 -1.641 -1.993 0.252
H -3.342 -0.021 -2.843 0.195
H -3.836 2.712 -0.338 0.523
H -5.202 1.714 -0.944 0.635
H -5.041 2.880 1.629 0.176
H -6.320 1.774 1.015 0.360
H -4.914 1.031 1.967 0.243
Eu 4.492 0.252 -6.219 1.630
```

E_LUMO (spin up / spin down) in eV: -9.1376 / -8.9993
Gap between HOMO and LUMO (spin up / spin down) in eV: 3.1 / 3.1
Multiplicity: 7
Highest occupied orbital energy (spin up / spin down) in eV: -12.2 / -12.1
Total charge: +2


4.
# C27H45F10NO4PS

2 unconnected molecules or ions with the total composition C27H45F10NO4PS (ωB97M-V/def2-TZVPD, OMol25).

```
89
Properties=species:S:1:pos:R:3:mulliken_charge:R:1
C -4.234 6.164 0.854 -1.251
C -2.850 6.036 0.071 0.739
C -1.747 7.092 0.455 -0.508
C -0.348 7.154 -0.194 -0.506
C -0.031 6.049 -1.266 -0.502
C -1.115 5.010 -1.648 -0.442
C -2.549 4.949 -1.032 0.471
C -3.683 3.913 -1.450 -0.939
P -3.136 2.082 -1.502 1.881
F -1.930 2.340 -0.248 -0.732
C -4.474 1.527 -0.248 -1.602
C -4.300 2.143 1.227 0.265
C -3.448 1.183 2.226 -0.306
C -3.284 1.866 3.676 -1.068
C -1.909 2.729 3.818 0.654
F -2.212 3.710 4.838 -0.308
F -1.745 3.340 2.531 -0.132
C -0.713 1.747 4.213 0.734
F -1.081 0.745 5.174 -0.278
F -0.339 0.998 3.050 -0.244
S 0.849 2.553 4.863 1.153
F 0.154 2.994 6.310 -0.285
F 0.558 4.015 4.133 -0.266
F 1.669 2.100 3.445 -0.312
F 1.362 1.061 5.500 -0.342
F 2.288 3.189 5.441 -0.301
C -2.475 0.255 -1.642 -0.961
O -1.050 0.357 -2.035 -0.333
O -0.321 -0.646 -1.460 -0.264
C -4.277 1.695 -3.022 0.255
O -5.250 0.853 -2.983 -0.703
O -4.040 2.318 -4.266 -0.827
H -3.967 6.438 1.947 0.293
H -4.901 7.007 0.446 0.295
H -4.829 5.188 0.924 0.273
H -2.003 7.885 1.233 0.226
H 0.413 7.964 0.094 0.272
H 0.992 6.062 -1.770 0.299
H -0.876 4.216 -2.446 0.266
H -4.023 4.219 -2.514 0.484
H -4.600 4.038 -0.782 0.232
H -2.118 2.439 -2.476 -0.088
H -4.542 0.386 -0.143 0.401
H -5.517 1.864 -0.616 0.431
H -3.912 3.219 1.218 -0.400
H -5.358 2.195 1.703 0.372
H -4.073 0.211 2.292 0.429
H -2.466 0.890 1.728 0.015
H -3.458 1.164 4.555 0.324
H -4.120 2.664 3.740 0.408
H -2.515 -0.296 -0.634 0.191
H -2.982 -0.329 -2.493 0.266
H -0.300 -0.435 -0.495 0.249
C 1.807 -5.162 1.719 -1.476
C 3.053 -5.445 0.891 -0.214
C 3.855 -4.188 0.553 -0.576
C 3.351 -3.277 -0.562 -0.757
N 3.455 -3.787 -2.014 0.293
C 2.224 -4.567 -2.464 -0.519
C 1.146 -3.519 -2.684 -0.762
C 1.876 -2.263 -3.125 -0.397
C 3.360 -2.541 -2.948 -0.654
C 4.790 -4.475 -2.323 -0.873
C 4.847 -5.981 -2.041 -0.238
C 6.083 -6.387 -1.242 -1.359
H 1.134 -4.472 1.208 0.316
H 1.264 -6.093 1.902 0.390
H 2.075 -4.738 2.690 0.378
H 2.759 -6.001 0.003 0.132
H 3.698 -6.118 1.467 0.340
H 4.896 -4.451 0.361 0.167
H 3.900 -3.577 1.463 0.587
H 3.967 -2.374 -0.528 0.412
H 2.319 -2.971 -0.383 0.315
H 2.481 -5.066 -3.402 0.469
H 1.939 -5.300 -1.714 0.346
H 0.602 -3.324 -1.755 0.217
H 0.407 -3.846 -3.416 0.512
H 1.564 -1.403 -2.527 0.112
H 1.659 -2.021 -4.168 0.452
H 3.924 -1.716 -2.520 0.434
H 3.791 -2.814 -3.914 0.361
H 5.565 -3.907 -1.803 0.570
H 4.964 -4.351 -3.395 0.311
H 4.902 -6.499 -3.004 0.521
H 3.956 -6.373 -1.556 0.189
H 6.986 -5.914 -1.636 0.351
H 6.221 -7.469 -1.286 0.402
H 5.994 -6.118 -0.187 0.265
```

E_LUMO in eV: 0.6647
Gap between HOMO and LUMO in eV: 2.9
Multiplicity: 1
Highest occupied orbital energy in eV: -2.2
Total charge: -1


Question: The highest multiplicity belongs to which entry?
Answer: C27H45EuNO8P


Question: The highest multiplicity belongs to which entry?
Answer: C27H45EuNO8P


Question: Which formula does entry 1 have?
Answer: C27H45BrClO13P2